{
  "formula": "C37H67N8O3RbS2SeSi",
  "method": "ωB97M-V/def2-TZVPD",
  "de_lowest_kcal_mol": 14.7,
  "gap_ev": 6.956,
  "multiplicity": 1,
  "symbols": ["Rb", "C", "C", "C", "C", "O", "Si", "S", "O", "C", "C", "C", "C", "O", "C", "C", "C", "C", "H", "H", "H", "H", "H", "H", "H", "H", "H", "H", "H", "H", "H", "H", "H", "H", "H", "H", "H", "H", "H", "H", "H", "H", "H", "H", "H", "C", "N", "C", "C", "C", "N", "C", "C", "H", "H", "H", "H", "H", "H", "H", "H", "H", "H", "H", "H", "H", "H", "H", "H", "C", "C", "N", "C", "S", "N", "C", "C", "H", "H", "H", "H", "H", "H", "H", "H", "H", "H", "H", "H", "C", "N", "C", "Se", "N", "C", "C", "C", "C", "C", "C", "H", "H", "H", "H", "H", "H", "H", "H", "N", "C", "C", "C", "C", "N", "C", "C", "H", "H", "H", "H"],
  "positions_angstrom": [[-0.223, 0.820, -0.194], [4.131, 0.913, 3.017], [3.340, 0.964, 1.714], [3.912, 2.040, 0.796], [3.384, -0.397, 1.019], [1.949, 1.217, 1.939], [1.218, 2.304, 2.981], [-0.766, 2.479, 2.511], [1.561, 1.835, 4.539], [1.014, 0.817, 5.368], [0.855, -0.484, 4.587], [-0.333, 1.273, 5.921], [2.011, 0.628, 6.507], [2.138, 3.666, 2.811], [2.240, 4.818, 3.648], [3.362, 4.580, 4.655], [2.597, 5.973, 2.719], [0.930, 5.116, 4.369], [5.178, 0.690, 2.799], [3.743, 0.142, 3.681], [4.078, 1.869, 3.537], [4.937, 1.793, 0.510], [3.900, 3.004, 1.301], [3.315, 2.110, -0.114], [4.411, -0.678, 0.776], [2.803, -0.330, 0.095], [2.945, -1.162, 1.663], [0.225, -0.315, 3.716], [0.397, -1.253, 5.213], [1.823, -0.850, 4.240], [-1.035, 1.447, 5.105], [-0.210, 2.210, 6.468], [-0.741, 0.525, 6.605], [2.983, 0.331, 6.112], [1.664, -0.139, 7.203], [2.134, 1.564, 7.053], [4.296, 4.374, 4.128], [3.120, 3.725, 5.285], [3.507, 5.459, 5.285], [3.516, 5.746, 2.176], [2.742, 6.896, 3.282], [1.796, 6.126, 1.994], [0.664, 4.301, 5.043], [0.119, 5.242, 3.653], [1.035, 6.031, 4.957], [-0.552, 3.239, -3.278], [-1.205, 3.061, -1.991], [-0.722, 4.055, -1.038], [-2.649, 3.151, -2.156], [-3.453, 2.799, -0.915], [-3.255, 1.447, -0.410], [-3.986, 1.289, 0.838], [-3.648, 0.438, -1.372], [-0.776, 4.223, -3.723], [-0.880, 2.463, -3.972], [0.527, 3.145, -3.164], [-1.013, 5.076, -1.336], [0.368, 4.018, -0.987], [-1.094, 3.859, -0.032], [-2.934, 2.499, -2.985], [-2.943, 4.173, -2.457], [-4.520, 2.968, -1.156], [-3.206, 3.486, -0.104], [-5.059, 1.512, 0.717], [-3.567, 1.954, 1.595], [-3.894, 0.263, 1.192], [-4.704, 0.533, -1.683], [-3.498, -0.555, -0.942], [-3.013, 0.511, -2.256], [-4.773, -2.438, -5.051], [-3.992, -2.705, -3.777], [-2.679, -2.052, -3.787], [-1.540, -2.619, -3.313], [-0.400, -1.727, -2.473], [-1.347, -3.941, -3.541], [-1.776, -4.655, -4.743], [-2.309, -6.039, -4.418], [-5.757, -2.904, -4.997], [-4.255, -2.826, -5.928], [-4.919, -1.366, -5.196], [-3.845, -3.771, -3.617], [-4.553, -2.336, -2.913], [-2.702, -1.066, -3.572], [-0.462, -4.251, -3.163], [-0.919, -4.731, -5.418], [-2.526, -4.056, -5.255], [-1.553, -6.634, -3.904], [-2.587, -6.566, -5.331], [-3.186, -5.981, -3.772], [1.705, -0.703, -5.566], [2.266, -1.410, -4.437], [2.660, -0.836, -3.272], [2.730, 0.941, -2.856], [2.981, -1.852, -2.430], [2.727, -3.077, -3.019], [2.803, -4.375, -2.551], [2.398, -5.384, -3.417], [1.937, -5.099, -4.703], [1.863, -3.791, -5.170], [2.265, -2.790, -4.304], [1.876, 0.359, -5.415], [0.632, -0.896, -5.621], [2.191, -1.029, -6.485], [3.303, -1.675, -1.493], [3.155, -4.598, -1.553], [2.449, -6.414, -3.089], [1.641, -5.913, -5.352], [1.502, -3.567, -6.165], [-3.403, -4.719, 5.041], [-2.930, -4.036, 4.249], [-2.345, -3.181, 3.251], [-1.697, -3.736, 2.149], [-1.155, -2.873, 1.214], [-1.216, -1.546, 1.318], [-1.831, -1.024, 2.380], [-2.415, -1.800, 3.371], [-1.622, -4.807, 2.031], [-0.650, -3.256, 0.334], [-1.833, 0.062, 2.454], [-2.897, -1.335, 4.220]]
}